(1)
{"formula": "C4H5N3O", "method": "the ωB97M-V functional and the def2-TZVPD basis", "lumo_energy_ev": 0.811, "relative_energy_ev": 2.333, "smiles": "C=Cn1cn[nH]c1=O", "symbols": ["C", "C", "N", "C", "N", "N", "C", "O", "H", "H", "H", "H", "H"], "coordinates": [[0.71, 1.64, -1.38], [0.96, 0.91, -0.29], [0.01, -0.08, 0.10], [-1.04, -0.65, -0.64], [-1.59, -1.51, 0.15], [-0.92, -1.42, 1.36], [0.21, -0.79, 1.28], [0.99, -0.66, 2.27], [1.29, 2.55, -1.59], [-0.20, 1.58, -1.86], [1.91, 1.01, 0.19], [-1.26, -0.44, -1.65], [-1.07, -2.14, 2.05]]}

(2)
{"formula": "C31H29N7O11", "method": "the ωB97M-V functional and the def2-TZVPD basis", "lumo_energy_ev": -0.743, "smiles": "O=[N+]([O-])c1ccccc1.O=[N+]([O-])c1ccccc1.O=[N+]([O-])c1ccccc1.O=[N+]([O-])c1ccccc1.O=[N+]([O-])c1ccccc1.NC(N)=O", "symbols": ["O", "N", "O", "C", "C", "C", "C", "C", "C", "H", "H", "H", "H", "H", "O", "N", "O", "C", "C", "C", "C", "C", "C", "H", "H", "H", "H", "H", "O", "N", "O", "C", "C", "C", "C", "C", "C", "H", "H", "H", "H", "H", "O", "N", "O", "C", "C", "C", "C", "C", "C", "H", "H", "H", "H", "H", "O", "N", "O", "C", "C", "C", "C", "C", "C", "H", "H", "H", "H", "H", "N", "C", "N", "O", "H", "H", "H", "H"], "coordinates": [[3.78, -1.46, -0.92], [4.91, -1.33, -0.50], [5.62, -0.34, -0.58], [5.44, -2.42, 0.36], [4.63, -3.47, 0.69], [5.05, -4.35, 1.63], [6.32, -4.23, 2.17], [7.18, -3.19, 1.83], [6.69, -2.26, 0.90], [3.64, -3.56, 0.25], [4.55, -5.26, 1.95], [6.75, -4.93, 2.89], [8.19, -3.17, 2.26], [7.34, -1.47, 0.58], [1.24, 4.38, 4.70], [1.63, 3.52, 3.89], [1.99, 2.41, 4.13], [1.52, 3.89, 2.46], [0.79, 5.00, 2.12], [0.61, 5.27, 0.79], [1.17, 4.41, -0.14], [1.92, 3.33, 0.17], [2.14, 3.07, 1.51], [0.45, 5.58, 2.94], [-0.01, 6.08, 0.43], [1.05, 4.59, -1.20], [2.26, 2.61, -0.55], [2.74, 2.22, 1.83], [-5.37, 0.95, 0.52], [-4.75, 0.03, -0.03], [-4.69, -0.12, -1.23], [-4.10, -0.95, 0.85], [-3.95, -0.69, 2.21], [-3.35, -1.60, 2.99], [-2.96, -2.79, 2.41], [-3.17, -3.08, 1.08], [-3.71, -2.12, 0.24], [-4.39, 0.23, 2.57], [-3.20, -1.37, 4.05], [-2.52, -3.56, 3.04], [-2.77, -3.99, 0.65], [-3.77, -2.28, -0.83], [-0.37, -0.78, -4.73], [-1.05, -1.66, -5.24], [-1.38, -2.70, -4.71], [-1.44, -1.45, -6.66], [-2.37, -2.36, -7.16], [-2.68, -2.18, -8.48], [-2.10, -1.20, -9.29], [-1.12, -0.31, -8.74], [-0.80, -0.46, -7.41], [-2.82, -3.05, -6.47], [-3.44, -2.84, -8.82], [-2.28, -1.10, -10.34], [-0.62, 0.53, -9.22], [-0.17, 0.28, -6.97], [0.60, -3.27, 0.48], [0.84, -2.16, 0.93], [1.75, -1.91, 1.68], [-0.04, -1.04, 0.56], [-0.63, -1.05, -0.68], [-1.44, 0.03, -1.07], [-1.60, 1.10, -0.20], [-0.94, 1.12, 1.02], [-0.15, 0.05, 1.44], [-0.37, -1.89, -1.30], [-1.96, 0.02, -2.02], [-2.18, 1.95, -0.53], [-1.05, 2.01, 1.64], [0.32, 0.05, 2.43], [-1.99, 3.86, 4.41], [-2.54, 3.57, 5.63], [-1.92, 4.01, 6.73], [-3.56, 2.94, 5.76], [-1.07, 4.20, 4.21], [-2.52, 3.43, 3.65], [-2.42, 3.83, 7.59], [-1.38, 4.86, 6.75]]}

(3)
{"formula": "C10H26N2O5Tl", "method": "the ωB97M-V functional and the def2-TZVPD basis", "lumo_energy_ev": -8.044, "relative_energy_ev": 1.855, "charge": 1, "symbols": ["Tl", "C", "C", "O", "O", "H", "H", "H", "O", "H", "C", "C", "C", "O", "C", "N", "H", "H", "H", "H", "H", "H", "H", "H", "H", "H", "H", "C", "C", "C", "O", "C", "N", "H", "H", "H", "H", "H", "H", "H", "H", "H", "H", "H"], "coordinates": [[0.43, -0.85, 0.67], [-3.19, -0.30, -2.55], [-2.15, -0.69, -1.55], [-2.50, -0.95, -0.38], [-0.92, -0.60, -1.86], [-3.61, -1.21, -2.99], [-2.80, 0.25, -3.40], [-4.03, 0.15, -2.03], [-1.95, -1.10, 2.23], [-1.74, -0.16, 2.38], [3.79, -4.06, -1.55], [2.92, -3.26, -0.60], [3.73, -2.60, 0.55], [2.98, -1.99, 1.58], [3.84, -1.24, 2.43], [2.15, -2.21, -1.25], [4.38, -4.85, -1.08], [4.49, -3.41, -2.09], [3.22, -4.56, -2.33], [2.33, -4.05, -0.13], [4.48, -1.95, 0.10], [4.31, -3.45, 0.92], [4.10, -0.26, 2.04], [4.76, -1.77, 2.69], [3.29, -1.09, 3.36], [1.51, -2.59, -1.95], [2.71, -1.72, -1.95], [-0.51, 3.33, 2.06], [-1.55, 2.46, 1.36], [-2.66, 3.31, 0.72], [-3.49, 2.42, -0.04], [-4.08, 3.14, -1.10], [-0.85, 1.73, 0.25], [0.14, 2.69, 2.65], [-0.99, 4.05, 2.73], [0.07, 3.98, 1.40], [-2.02, 1.68, 1.96], [-2.20, 4.08, 0.10], [-3.30, 3.76, 1.48], [-4.70, 2.45, -1.67], [-3.41, 3.64, -1.81], [-4.72, 3.95, -0.74], [-1.72, 1.40, -0.18], [-0.55, 2.45, -0.41]]}

(4)
{"formula": "C20H60O16", "method": "the ωB97M-V functional and the def2-TZVPD basis", "lumo_energy_ev": 0.005, "relative_energy_ev": 1.024, "smiles": "OCCO.OCCO.OCCO.OCCO.OCCO.OCCO.CCO.CCO.CCO.CCO", "symbols": ["O", "C", "C", "O", "H", "H", "H", "H", "H", "H", "O", "C", "C", "O", "H", "H", "H", "H", "H", "H", "O", "C", "C", "O", "H", "H", "H", "H", "H", "H", "O", "C", "C", "O", "H", "H", "H", "H", "H", "H", "O", "C", "C", "O", "H", "H", "H", "H", "H", "H", "O", "C", "C", "O", "H", "H", "H", "H", "H", "H", "C", "C", "O", "H", "H", "H", "H", "H", "H", "C", "C", "O", "H", "H", "H", "H", "H", "H", "C", "C", "O", "H", "H", "H", "H", "H", "H", "C", "C", "O", "H", "H", "H", "H", "H", "H"], "coordinates": [[0.40, 6.95, -2.90], [1.25, 5.84, -2.60], [0.43, 4.63, -2.26], [1.21, 3.80, -1.42], [0.89, 7.75, -2.71], [2.02, 5.66, -3.35], [1.76, 6.15, -1.68], [0.10, 4.05, -3.14], [-0.48, 4.99, -1.77], [0.70, 3.01, -1.18], [-0.84, -1.05, 0.52], [0.25, -0.22, 0.94], [0.86, 0.34, -0.31], [-0.05, 1.14, -1.07], [-0.81, -1.83, 1.08], [-0.12, 0.58, 1.58], [0.98, -0.80, 1.51], [1.12, -0.53, -0.94], [1.77, 0.92, -0.16], [-0.94, 0.79, -0.93], [-2.09, -2.06, 2.92], [-1.27, -2.98, 3.66], [-1.45, -2.88, 5.17], [-2.72, -3.33, 5.63], [-2.99, -2.40, 3.02], [-1.38, -4.01, 3.31], [-0.25, -2.65, 3.49], [-1.35, -1.82, 5.44], [-0.70, -3.53, 5.63], [-3.45, -2.99, 5.11], [5.52, -0.02, -2.37], [5.35, 1.37, -2.54], [4.39, 2.00, -1.57], [3.98, 3.26, -2.07], [5.75, -0.23, -1.46], [6.32, 1.88, -2.41], [5.14, 1.61, -3.59], [4.83, 2.10, -0.57], [3.48, 1.38, -1.48], [3.14, 3.48, -1.65], [-3.41, -0.03, -0.03], [-4.56, -0.80, 0.38], [-5.74, 0.07, 0.00], [-5.81, 1.22, 0.80], [-2.60, -0.57, 0.02], [-4.54, -1.69, -0.25], [-4.49, -0.99, 1.45], [-6.68, -0.47, 0.05], [-5.60, 0.27, -1.07], [-4.98, 1.70, 0.74], [0.97, -2.35, -4.70], [1.30, -1.14, -4.04], [2.79, -0.87, -4.05], [3.29, -0.82, -5.37], [1.77, -2.69, -5.12], [0.80, -0.35, -4.62], [0.93, -1.14, -3.02], [3.32, -1.67, -3.52], [2.99, 0.04, -3.47], [3.41, 0.09, -5.67], [-2.24, 1.46, 5.48], [-1.41, 1.01, 4.30], [-2.19, 0.86, 3.12], [-2.70, 2.41, 5.23], [-1.60, 1.59, 6.36], [-3.00, 0.72, 5.72], [-0.90, 0.05, 4.49], [-0.57, 1.69, 4.11], [-2.13, -0.06, 2.84], [-4.28, -1.28, -3.93], [-2.86, -0.98, -3.47], [-2.76, 0.30, -2.87], [-4.48, -2.27, -4.33], [-4.55, -0.47, -4.62], [-5.03, -1.10, -3.15], [-2.22, -1.08, -4.35], [-2.47, -1.74, -2.77], [-3.24, 0.22, -2.04], [2.95, 1.51, 3.22], [3.66, 0.30, 3.82], [4.67, -0.17, 2.93], [2.71, 1.28, 2.18], [3.58, 2.40, 3.29], [2.07, 1.80, 3.81], [2.99, -0.55, 3.94], [4.09, 0.61, 4.78], [5.48, 0.34, 3.02], [0.19, -3.81, -1.22], [0.13, -4.49, 0.13], [0.45, -3.58, 1.18], [-0.56, -3.04, -1.34], [0.10, -4.62, -1.96], [1.15, -3.36, -1.49], [0.87, -5.30, 0.09], [-0.84, -4.96, 0.28], [1.04, -3.90, 1.85]]}

(5)
{"formula": "C3H3NO2", "method": "the ωB97M-V functional and the def2-TZVPD basis", "lumo_energy_ev": 0.740, "relative_energy_ev": 2.417, "symbols": ["O", "C", "O", "C", "C", "N", "H", "H", "H"], "coordinates": [[-0.09, 0.41, 1.92], [0.68, 0.85, -0.69], [0.69, -0.52, -0.77], [-0.49, -0.93, -0.04], [-0.49, 0.33, 0.80], [-0.28, 1.44, -0.09], [1.61, 1.33, -0.96], [-1.34, -1.07, -0.72], [-0.28, -1.82, 0.55]]}

(6)
{"formula": "C21H27N2O", "method": "the ωB97M-V functional and the def2-TZVPD basis", "lumo_energy_ev": [0.634, 0.457], "s2": 0.754, "multiplicity": 2, "symbols": ["C", "C", "C", "C", "C", "C", "C", "C", "C", "C", "C", "C", "C", "C", "C", "N", "C", "C", "C", "C", "C", "C", "N", "O", "H", "H", "H", "H", "H", "H", "H", "H", "H", "H", "H", "H", "H", "H", "H", "H", "H", "H", "H", "H", "H", "H", "H", "H", "H", "H", "H"], "coordinates": [[1.95, 0.27, 2.50], [1.49, -0.61, 1.32], [1.33, -2.03, 1.87], [0.16, -0.02, 0.78], [-0.15, -0.03, -0.74], [-1.10, 1.18, -0.99], [-2.14, 1.48, 0.07], [-1.98, 2.62, 0.84], [-2.87, 2.96, 1.86], [-3.95, 2.14, 2.12], [-4.14, 1.00, 1.36], [-3.25, 0.68, 0.35], [-0.76, -1.35, -1.24], [-0.04, -2.54, -1.15], [-0.58, -3.72, -1.64], [-1.78, -3.81, -2.22], [-2.45, -2.68, -2.35], [-2.00, -1.44, -1.89], [1.14, 0.20, -1.59], [2.43, 0.49, -0.80], [3.64, 0.34, -1.73], [2.45, 1.91, -0.22], [2.55, -0.56, 0.26], [2.97, -1.68, -0.18], [2.11, 1.30, 2.21], [1.17, 0.27, 3.26], [2.86, -0.15, 2.94], [0.99, -1.96, 2.90], [0.58, -2.61, 1.33], [2.28, -2.56, 1.86], [-0.66, -0.48, 1.33], [0.15, 1.03, 1.07], [-0.46, 2.06, -1.02], [-1.54, 1.10, -1.98], [-1.13, 3.28, 0.65], [-2.71, 3.86, 2.44], [-4.65, 2.38, 2.91], [-4.99, 0.36, 1.56], [-3.43, -0.23, -0.22], [0.96, -2.56, -0.74], [-0.01, -4.65, -1.56], [-3.41, -2.74, -2.84], [-2.62, -0.57, -2.07], [1.34, -0.70, -2.18], [0.98, 1.02, -2.29], [3.78, 1.26, -2.30], [3.53, -0.49, -2.42], [4.54, 0.18, -1.14], [1.53, 2.19, 0.29], [3.29, 2.03, 0.46], [2.59, 2.61, -1.04]]}